one) Entry from OMol25: an isolated ion of composition C3H7N2O and charge +1 (ωB97M-V/def2-TZVPD).

Last column: Löwdin charge in e.
CARTESIAN COORDINATES (ANGSTROEM)
C1 0.0656 -0.2949 -1.9580  0.057
C2 -0.0566 -0.0348 -0.4439  -0.311
N1 0.9442 0.3754 0.3596  0.153
C3 0.2167 0.3336 1.8830  -0.046
O1 -0.9266 -0.4112 1.6047  -0.036
N2 -1.0828 -0.5059 0.2133  0.129
H1 -0.9917 -0.2871 -2.2376  0.096
H2 0.5685 -1.2073 -2.1927  0.093
H3 0.7902 0.5055 -2.2957  0.123
H4 1.5265 1.2490 0.3875  0.180
H5 0.9293 -0.2614 2.5995  0.167
H6 0.0347 1.4305 2.2129  0.154
H7 -2.0179 -0.8913 -0.1325  0.242

As for the HOMO energy: -0.5389 Ha. The net charge is +1. The SMILES is CC1=[NH+]CON1.

=====

two) Entry from OMol25: an isolated ion of composition C3H7N2O and charge +1 (ωB97M-V/def2-TZVPD).

Last column: Löwdin charge in e.
CARTESIAN COORDINATES (ANGSTROEM)
C1 -2.2290 -0.4711 -0.0735  0.169
N1 -1.4125 0.5292 0.0103  0.093
C2 -0.0432 0.6327 0.0008  -0.334
O1 0.3159 1.9513 -0.0470  0.083
C3 0.8469 -0.4117 0.0134  -0.069
N2 2.1750 -0.2908 -0.0582  0.139
H1 -3.2892 -0.2924 -0.0677  0.113
H2 -1.8649 -1.4827 -0.1466  0.110
H3 -1.8141 1.4730 0.0433  0.196
H4 1.1701 2.1227 0.3651  0.120
H5 0.4634 -1.4158 0.1162  0.136
H6 2.6233 0.5882 -0.2662  0.119
H7 2.7563 -1.1119 -0.0327  0.126

As for the HOMO energy: -0.4604 Ha. The net charge is +1. The SMILES is C=[NH+]/C(O)=C/N.

=====

three) Entry from OMol25: an isolated ion of composition C3H7N2O and charge +1 (ωB97M-V/def2-TZVPD).

Last column: Löwdin charge in e.
CARTESIAN COORDINATES (ANGSTROEM)
N1 0.9860 1.1324 0.2899  0.181
N2 0.0630 0.1233 0.0236  -0.313
C1 -1.3941 0.6199 -0.2902  -0.102
O1 -2.3283 0.2725 0.3273  0.214
C2 0.2488 -1.0076 0.8142  0.045
C3 0.4307 -1.0232 -0.7169  0.052
H1 0.5938 1.5637 1.1058  0.130
H2 1.2433 1.7173 -0.4706  0.120
H3 -1.3339 1.3181 -1.1231  0.167
H4 -0.7332 -1.3054 1.1424  0.132
H5 1.1078 -1.1165 1.4110  0.137
H6 1.3878 -1.0085 -1.0652  0.110
H7 -0.2717 -1.2860 -1.4480  0.127

As for the HOMO energy: -0.5778 Ha. The net charge is +1. The SMILES is N[N+]1(C=O)CC1.

=====

Winner for stability: two)

=====

one) Entry from OMol25: an isolated ion of composition C3H7N2O and charge +1 (ωB97M-V/def2-TZVPD).

Last column: Löwdin charge in e.
CARTESIAN COORDINATES (ANGSTROEM)
C1 1.6836 0.2696 0.1204  -0.163
C2 0.7026 -0.6165 0.0799  -0.109
C3 -1.7661 -0.7563 0.3202  0.017
N1 2.9777 -0.0438 0.0655  0.101
N2 -2.7435 0.2811 0.0137  0.139
O1 -0.6020 -0.1668 0.1319  -0.064
H1 1.4023 1.3312 0.2953  0.157
H2 0.6498 -1.6159 -0.0471  0.094
H3 3.1333 -1.0703 -0.1443  0.158
H4 3.6349 0.6738 -0.1635  0.110
H5 -2.8610 0.1486 -0.9870  0.150
H6 -2.3980 1.2656 0.0200  0.174
H7 -3.8138 0.2997 0.2951  0.236

As for the HOMO energy: -0.4544 Ha. The net charge is +1.

=====

two) Entry from OMol25: a 2-piece molecular cluster, C3H7N2O overall (ωB97M-V/def2-TZVPD).

Last column: Löwdin charge in e.
CARTESIAN COORDINATES (ANGSTROEM)
C1 0.2879 1.8424 0.1487  0.086
C2 1.4489 -0.2559 -0.0544  -0.583
C3 -2.0829 -0.4203 -0.2821  0.406
N1 1.1995 -1.5217 0.2514  0.206
N2 0.2613 0.5945 0.1123  0.099
O1 2.4452 0.2564 -0.4618  0.144
H1 -0.6271 2.4195 0.1898  0.102
H2 1.2236 2.4077 0.1431  0.125
H3 -2.2580 -0.5684 0.7678  0.057
H4 -1.7246 -1.2209 -0.9016  0.055
H5 -2.4561 0.4683 -0.7585  0.057
H6 0.3285 -1.8136 0.6632  0.105
H7 1.9539 -2.1881 0.1822  0.140

As for the HOMO energy (alpha / beta): -0.5384 / -0.5385 Ha. The net charge is +1.

=====

three) Entry from OMol25: a 2-piece molecular cluster, C3H7N2O overall (ωB97M-V/def2-TZVPD).

Last column: Löwdin charge in e.
CARTESIAN COORDINATES (ANGSTROEM)
C1 -0.6370 1.8166 0.1075  0.127
C2 1.6286 -1.3444 -0.0484  0.112
C3 -1.3622 -0.4819 -0.0163  -0.082
N1 -0.3873 0.5686 -0.0612  -0.098
N2 1.5710 -0.1359 0.0244  -0.091
O1 2.1344 0.9063 -0.0929  0.154
H1 -1.6821 1.9826 0.0139  0.095
H2 0.0438 2.6394 0.3163  0.117
H3 2.5700 -1.8981 -0.0960  0.150
H4 0.7425 -2.0259 -0.0683  0.125
H5 -2.4485 -0.0749 -0.2003  0.137
H6 -0.9256 -1.0731 -0.9290  0.123
H7 -1.2479 -0.8792 1.0502  0.132

As for the HOMO energy: -0.5666 Ha. The net charge is +1.

=====

four) Entry from OMol25: an isolated ion of composition C3H7N2O and charge +1 (ωB97M-V/def2-TZVPD).

Last column: Löwdin charge in e.
CARTESIAN COORDINATES (ANGSTROEM)
O1 -1.9681 -0.2313 -0.5182  0.094
C1 -1.0432 -0.1403 0.4112  -0.278
N1 0.0381 -1.4242 0.1857  0.129
C2 1.1499 -0.8099 -0.2211  -0.137
C3 1.0702 0.5300 -0.4292  -0.007
N2 -0.1948 1.0678 0.2823  0.165
H1 -2.4185 -1.0797 -0.7312  0.174
H2 -1.4003 -0.2068 1.4156  0.155
H3 0.1968 -2.2137 0.6789  0.089
H4 1.9097 -1.4319 -0.4197  0.105
H5 1.9736 0.9695 -0.8134  0.116
H6 0.0087 1.3679 1.2383  0.195
H7 -0.6104 1.6542 -0.4575  0.201

As for the HOMO energy: -0.4921 Ha. The net charge is +1. The SMILES is O[C@H]1NC=C[NH2+]1.

=====

Winner for stability: four)

=====

one) Entry from OMol25: a 2-piece molecular cluster, C4H13NOS overall (ωB97M-V/def2-TZVPD).

Last column: Löwdin charge in e.
CARTESIAN COORDINATES (ANGSTROEM)
C1 -1.0159 -0.3857 -0.2347  -0.129
N1 -0.2719 0.1577 0.9545  -0.127
C2 0.6235 1.2475 0.5453  -0.303
C3 1.9431 1.3720 1.3160  -0.252
C4 2.6675 0.0608 1.6094  -0.524
S1 2.6256 -1.3208 0.3823  0.674
H1 -0.2126 -1.0134 -0.6261  0.043
H2 -1.6688 -1.1535 0.1841  0.076
H3 -1.3406 0.2690 -1.0419  0.075
H4 -0.9623 0.5574 1.5873  0.094
H5 0.8526 1.0148 -0.5134  0.094
H6 0.2200 2.2396 0.2684  0.116
H7 2.5268 2.1341 0.7865  0.105
H8 1.7290 1.8907 2.2521  0.101
H9 3.7466 0.1552 1.7394  0.049
H10 2.2228 -0.3826 2.4870  0.057
H11 1.9410 -2.1943 1.1294  -0.149
O1 -5.4224 -1.6153 -4.6481  -0.062
H12 -4.4950 -1.4717 -4.4549  0.024
H13 -5.7090 -1.5616 -3.7226  0.038

As for the HOMO energy: -0.3221 Ha. The SMILES is CNCCCS.O.

=====

two) Entry from OMol25: a 2-piece molecular cluster, C4H13NOS overall (ωB97M-V/def2-TZVPD).

Last column: Löwdin charge in e.
CARTESIAN COORDINATES (ANGSTROEM)
N1 1.8585 1.7386 -0.1217  -0.023
C1 1.0007 1.2472 0.9483  -0.278
C2 1.0026 -0.2771 1.3047  -0.218
C3 0.6621 -1.1111 0.1041  -0.310
C4 -0.8141 -1.1483 -0.3809  -0.574
S1 -2.1393 -1.6376 0.7891  0.691
H1 2.3342 2.6234 0.1426  0.103
H2 2.4330 0.9460 -0.2974  0.051
H3 -0.0405 1.4417 0.5331  0.118
H4 1.3985 1.7473 1.8201  0.101
H5 0.3600 -0.3179 2.1599  0.096
H6 2.0192 -0.7114 1.5649  0.131
H7 1.3273 -0.9576 -0.7549  0.113
H8 0.8265 -2.1382 0.5023  0.107
H9 -0.8439 -0.0327 -0.7702  0.087
H10 -0.9368 -1.7779 -1.3118  0.079
H11 -3.1641 -2.0017 0.0699  -0.189
O1 0.4449 2.4189 -2.7693  -0.104
H12 0.7638 2.0088 -1.9511  -0.033
H13 0.0752 1.5861 -3.1845  0.053

As for the HOMO energy: -0.3379 Ha. The SMILES is NCCCCS.O.

=====

Winner for stability: one)

=====

one) Entry from OMol25: a 2-piece molecular cluster, C4H13NOS overall (ωB97M-V/def2-TZVPD).

Last column: Löwdin charge in e.
CARTESIAN COORDINATES (ANGSTROEM)
N1 2.1163 -1.3827 0.3408  0.010
C1 0.8190 -0.8200 0.6106  -0.317
C2 0.8897 0.4887 1.3678  -0.222
C3 1.4978 1.6688 0.5773  -0.272
C4 0.7244 2.0606 -0.7011  -0.577
S1 -0.6569 3.1622 -0.3234  0.697
H1 2.1585 -2.3671 0.5245  0.061
H2 2.5673 -1.0894 -0.5070  0.065
H3 0.2039 -0.6430 -0.2819  0.095
H4 0.2090 -1.5166 1.1757  0.109
H5 -0.0928 0.7135 1.7583  0.102
H6 1.5708 0.3258 2.1972  0.106
H7 2.4882 1.3619 0.2547  0.101
H8 1.4434 2.4921 1.2818  0.089
H9 0.4182 1.1246 -1.1781  0.054
H10 1.3721 2.6179 -1.3824  0.067
H11 -0.7025 3.8006 -1.4826  -0.167
O1 -5.9259 -4.2719 -1.3865  -0.064
H12 -5.6658 -3.8309 -2.1995  0.030
H13 -5.4347 -3.8954 -0.6462  0.034

As for the HOMO energy: -0.3306 Ha. The SMILES is NCCCCS.O.

=====

two) Entry from OMol25: a 2-piece molecular cluster, C4H13NOS overall (ωB97M-V/def2-TZVPD).

Last column: Löwdin charge in e.
CARTESIAN COORDINATES (ANGSTROEM)
C1 -0.2399 -2.4225 -1.5923  -0.109
N1 -0.6053 -1.0425 -1.1674  -0.128
C2 0.1726 -0.0029 -1.8260  -0.314
C3 0.9368 0.9347 -0.9252  -0.291
C4 0.2673 1.2551 0.4393  -0.498
S1 -1.3640 2.1124 0.0004  0.648
H1 0.8058 -2.3314 -1.9015  0.070
H2 -0.8955 -2.8136 -2.3660  0.069
H3 -0.1705 -3.0854 -0.7257  0.065
H4 -1.5823 -0.8498 -1.0283  0.087
H5 -0.5821 0.6410 -2.3420  0.100
H6 0.7285 -0.4557 -2.6461  0.106
H7 1.1607 1.8592 -1.5175  0.122
H8 1.8015 0.3591 -0.5357  0.113
H9 0.9668 2.0337 0.8582  0.078
H10 0.0532 0.4126 1.0791  0.051
H11 -2.0362 2.3694 1.1512  -0.169
O1 2.0174 -2.3745 4.1076  -0.048
H12 1.2565 -2.5140 4.6331  0.008
H13 1.9463 -1.6513 3.4652  0.039

As for the HOMO energy: -0.3112 Ha. The SMILES is CNCCCS.O.

=====

three) Entry from OMol25: a 2-piece molecular cluster, C4H13NOS overall (ωB97M-V/def2-TZVPD).

Last column: Löwdin charge in e.
CARTESIAN COORDINATES (ANGSTROEM)
C1 -2.3888 -0.5466 0.7016  -0.138
N1 -1.1298 0.1530 0.5713  -0.144
C2 0.0040 -0.7744 0.3471  -0.254
C3 1.1425 -0.0441 -0.3256  -0.268
C4 0.8761 0.3676 -1.7795  -0.555
S1 0.7878 -1.0002 -2.9805  0.685
H1 -2.2744 -1.2929 1.4874  0.080
H2 -2.6275 -1.1092 -0.2125  0.078
H3 -3.1589 0.1824 0.9178  0.074
H4 -1.1787 0.8845 -0.1206  0.087
H5 -0.3128 -1.6850 -0.1747  0.104
H6 0.3382 -0.9887 1.3647  0.112
H7 2.0226 -0.6993 -0.3583  0.110
H8 1.4154 0.8390 0.2459  0.084
H9 1.6571 1.0270 -2.1325  0.063
H10 -0.1113 0.7963 -1.8583  0.046
H11 2.0275 -1.5000 -2.8859  -0.153
O1 1.3275 1.6619 2.3326  -0.065
H12 1.0850 2.5545 2.6094  0.044
H13 0.4988 1.1742 2.2507  0.012

As for the HOMO energy: -0.3278 Ha. The SMILES is CNCCCS.O.

=====

Winner for stability: three)